C25H32BrN4O3S2 | wB97M-V/def2-TZVPD

structure (SMILES): C[NH+](C)CCCN(C(=O)c1ccc(S(=O)(=O)N2CCCCCC2)cc1)c1nc2ccc(Br)cc2s1
Kohn-Sham gap: 8.202 eV
electronic energy: -4786.78329 Eh
total charge: +1

CARTESIAN COORDINATES (ANGSTROEM)
C: -0.9804 0.0945 6.9765
N: -0.9754 0.8198 5.6986
H: -1.0475 0.0805 4.9058
C: 0.3031 1.5184 5.5094
H: 0.4667 2.2318 6.3169
H: 0.3113 2.0492 4.5605
H: 1.1169 0.7966 5.5054
C: -2.1332 1.7349 5.5816
C: -2.5027 2.0606 4.1356
H: -1.6493 2.4777 3.5986
H: -3.2656 2.8382 4.1684
C: -3.0476 0.8483 3.3523
N: -2.1423 0.3832 2.3129
C: -2.1650 0.9997 1.0725
N: -1.1030 1.2129 0.3907
C: -1.3811 1.7518 -0.8280
C: -0.4489 2.0648 -1.8143
C: -0.8900 2.5953 -3.0049
C: -2.2514 2.8260 -3.2156
C: -3.2031 2.5315 -2.2542
C: -2.7546 1.9875 -1.0653
S: -3.6879 1.4903 0.3146
H: -4.2508 2.7133 -2.4317
Br: -2.8152 3.5624 -4.8708
H: -0.1871 2.8393 -3.7856
H: 0.5962 1.8812 -1.6305
C: -1.2219 -0.5891 2.5816
O: -0.9645 -0.8986 3.7468
C: -0.5948 -1.2517 1.4247
C: 0.7880 -1.4174 1.3916
C: 1.3829 -1.9951 0.2843
C: 0.5922 -2.4224 -0.7646
C: -0.7867 -2.3254 -0.7129
C: -1.3865 -1.7344 0.3815
H: -2.4629 -1.6576 0.4344
H: -1.3624 -2.7076 -1.5414
S: 1.3813 -3.1574 -2.2120
O: 2.2065 -4.2332 -1.7635
O: 0.3523 -3.4297 -3.1738
N: 2.3791 -1.8980 -2.6759
C: 3.5142 -2.3917 -3.4549
C: 4.2995 -1.3110 -4.1915
C: 3.7009 -0.9504 -5.5513
C: 2.4351 -0.1016 -5.4765
C: 1.3156 -0.7296 -4.6491
C: 1.6329 -0.7519 -3.1521
H: 2.1893 0.1515 -2.8778
H: 0.7021 -0.7568 -2.5770
H: 1.1077 -1.7464 -4.9825
H: 0.4048 -0.1439 -4.7929
H: 2.0713 0.0633 -6.4925
H: 2.6805 0.8767 -5.0533
H: 3.4848 -1.8727 -6.0944
H: 4.4477 -0.3990 -6.1268
H: 5.3038 -1.7051 -4.3575
H: 4.3945 -0.4234 -3.5654
H: 3.1736 -3.1437 -4.1772
H: 4.1550 -2.9017 -2.7314
H: 2.4511 -2.1204 0.2165
H: 1.3862 -1.0687 2.2191
H: -3.2424 0.0059 4.0210
H: -3.9866 1.1114 2.8625
H: -2.9925 1.2644 6.0640
H: -1.9057 2.6573 6.1222
H: -0.9248 0.7931 7.8109
H: -0.1264 -0.5779 7.0191
H: -1.8871 -0.4995 7.0685

Forces on the atoms, in the same order (eV/Å):
C 0.004 -0.379 0.585
N -0.073 -0.459 -0.330
H 0.013 0.389 0.364
C 0.587 0.310 -0.152
H -0.106 -0.041 0.022
H -0.082 -0.028 -0.018
H -0.074 -0.062 0.006
C -0.529 0.500 -0.236
C 0.009 -0.186 0.091
H -0.031 0.091 -0.023
H 0.058 0.045 0.040
C -0.014 0.116 0.168
N -0.112 -0.504 0.404
C -0.280 0.741 -1.000
N 0.306 -0.027 0.933
C -0.822 0.281 -0.684
C -0.132 -0.060 0.137
C -0.053 0.056 -0.094
C -0.191 0.040 -0.060
C 0.014 0.145 -0.271
C 0.459 -0.112 0.142
S 0.444 -0.178 0.086
H -0.083 0.035 -0.075
Br 0.077 -0.102 0.212
H 0.060 0.032 -0.072
H 0.174 -0.019 0.004
C -0.080 0.163 -0.162
O 0.111 -0.174 0.090
C 0.297 -0.630 -0.289
C -0.256 0.000 0.038
C 0.071 0.005 0.066
C 0.115 -0.153 -0.415
C -0.030 -0.084 -0.170
C 0.193 -0.066 0.279
H -0.107 0.057 -0.047
H -0.135 -0.013 -0.064
S -0.033 0.526 0.492
O 0.313 -0.030 0.059
O -0.126 0.192 -0.027
N -0.566 -0.810 0.506
C 0.616 -0.453 0.052
C -0.253 -0.167 -0.132
C 0.018 0.324 0.127
C -0.052 -0.284 -0.104
C 0.146 0.197 0.075
C -0.430 0.323 -0.212
H -0.097 -0.020 0.040
H 0.044 0.300 -0.087
H -0.112 -0.016 -0.062
H -0.051 -0.050 0.004
H 0.011 0.100 0.001
H -0.002 0.089 -0.023
H 0.037 -0.049 -0.068
H 0.007 -0.072 -0.060
H -0.011 0.018 0.107
H 0.127 0.081 0.067
H 0.155 0.025 -0.056
H 0.043 -0.011 -0.235
H 0.169 0.045 0.070
H 0.085 0.023 0.070
H -0.065 0.063 -0.105
H 0.054 -0.067 0.129
H 0.133 -0.037 0.052
H 0.051 -0.147 0.068
H -0.005 0.069 -0.077
H 0.032 0.047 -0.074
H -0.038 0.061 -0.098

***

C5H7N5 | wB97M-V/def2-TZVPD

Kohn-Sham gap (spin up / spin down): 4.541 / 7.270 eV
spin multiplicity: 3
electronic energy: -468.31920 Eh
total charge: 0

CARTESIAN COORDINATES (ANGSTROEM)
C: -1.4564 0.6089 -0.0534
C: -0.3067 1.4879 -0.0651
C: 0.7707 0.6197 -0.1038
C: -1.0523 -0.7276 0.0515
C: 2.4607 -0.6590 0.0698
N: 2.1483 0.5738 -0.0707
N: 0.2832 -0.6785 -0.0957
N: 1.3607 -1.6059 0.0101
N: -0.1952 2.8913 0.0958
N: -1.8040 -1.8901 -0.0568
H: -2.4394 0.8133 -0.0860
H: 3.3776 -1.1498 0.1976
H: 1.4332 -2.2948 0.7378
H: -1.0725 3.2734 0.2992
H: 0.4787 3.2514 -0.5379
H: -2.6510 -1.7801 -0.4958
H: -1.3357 -2.7339 0.1032

Forces on the atoms, in the same order (eV/Å):
C 2.762 -0.048 0.814
C -2.725 1.072 -0.028
C 5.520 -2.722 0.159
C -1.295 0.305 -0.934
C 0.329 -5.378 0.046
N -4.220 5.711 -0.369
N 2.037 -0.920 0.738
N 0.195 1.395 -1.495
N 0.468 -3.701 0.242
N 2.420 2.444 1.294
H -3.183 1.245 -0.042
H 1.346 0.105 0.117
H -0.940 -0.251 1.123
H -0.908 1.358 -0.261
H 0.103 1.052 -0.300
H -2.070 -0.395 -0.934
H 0.162 -1.272 -0.170

***

C45H43CrN8P2Se2 | wB97M-V/def2-TZVPD

Kohn-Sham gap (spin up / spin down): 6.533 / 6.360 eV
spin multiplicity: 5
electronic energy: -8708.66192 Eh
total charge: +1

CARTESIAN COORDINATES (ANGSTROEM)
Cr: 0.2490 -0.0304 -0.0455
C: 2.1388 -2.4443 1.6674
C: 0.7205 -2.3000 2.1019
C: 0.2973 -2.9988 3.2291
C: -1.0438 -2.9948 3.5745
C: -1.9298 -2.3123 2.7619
C: -1.4483 -1.5969 1.6658
N: -0.1185 -1.5509 1.3683
C: -2.3118 -0.8585 0.7599
C: -3.6974 -0.8028 0.8380
C: -4.3991 -0.0132 -0.0607
C: -3.7006 0.7511 -0.9821
C: -2.3122 0.6755 -1.0150
N: -1.6375 -0.1506 -0.1783
C: -1.4510 1.5235 -1.8177
C: -1.9523 2.3960 -2.7854
C: -1.1046 3.3115 -3.3757
C: 0.2256 3.3154 -2.9896
C: 0.6843 2.3796 -2.0703
C: 2.1354 2.4346 -1.7151
N: -0.1255 1.4777 -1.4992
H: 2.4206 -3.4983 1.6818
H: 2.8048 -1.9475 2.3741
H: 2.2897 -2.0384 0.6695
H: 1.0245 -3.5343 3.8198
H: -1.3909 -3.5407 4.4381
H: -2.9866 -2.3279 2.9765
H: -4.2277 -1.3574 1.5925
H: -5.4744 0.0308 -0.0203
H: -4.2400 1.4063 -1.6438
H: -2.9990 2.3609 -3.0422
H: -1.4674 4.0201 -4.1028
H: 0.9145 4.0406 -3.3899
H: 2.3379 3.3606 -1.1771
H: 2.7373 2.4560 -2.6232
H: 2.4444 1.6124 -1.0768
Se: 3.5386 -0.9930 4.9713
P: 4.0727 0.9052 4.2327
C: 5.8012 1.0513 3.6782
C: 6.5907 2.1606 3.9559
C: 7.8975 2.1971 3.5020
C: 8.4157 1.1338 2.7832
C: 7.6308 0.0234 2.5173
C: 6.3276 -0.0247 2.9723
C: 3.8162 2.2612 5.4214
C: 3.8372 3.5851 4.9978
C: 3.6865 4.6018 5.9233
C: 3.5000 4.3005 7.2632
C: 3.4832 2.9813 7.6871
C: 3.6541 1.9611 6.7692
C: 3.1247 1.1148 2.7163
C: 1.7718 1.2017 2.3355
N: 1.7278 0.7477 1.0600
N: 2.9534 0.4095 0.6989
N: 3.7894 0.6042 1.6659
P: 0.3323 2.0206 3.0445
Se: -1.1787 2.3892 1.6174
C: -0.2500 1.0832 4.4868
C: 0.6027 0.9154 5.5692
C: 0.1810 0.2008 6.6726
C: -1.0951 -0.3384 6.6987
C: -1.9528 -0.1520 5.6265
C: -1.5340 0.5579 4.5158
C: 0.9223 3.6496 3.5766
C: 0.4121 4.2590 4.7138
C: 0.6953 5.5912 4.9563
C: 1.4730 6.3121 4.0654
C: 1.9718 5.7065 2.9232
C: 1.6909 4.3775 2.6734
H: 6.2011 2.9849 4.5352
H: 8.5166 3.0554 3.7160
H: 9.4404 1.1615 2.4462
H: 8.0438 -0.8067 1.9648
H: 5.7117 -0.8965 2.8010
H: 3.9758 3.8062 3.9489
H: 3.7186 5.6327 5.6041
H: 3.3790 5.0988 7.9800
H: 3.3453 2.7520 8.7336
H: 3.6568 0.9265 7.0871
H: 1.5852 1.3600 5.5383
H: 0.8486 0.0714 7.5093
H: -1.4252 -0.8927 7.5638
H: -2.9552 -0.5499 5.6607
H: -2.2009 0.7281 3.6811
H: -0.2055 3.6904 5.3950
H: 0.2934 6.0767 5.8318
H: 1.6824 7.3536 4.2540
H: 2.5632 6.2753 2.2227
H: 2.0535 3.8923 1.7763
N: 2.0756 -0.9043 -1.6269
C: 1.8479 -2.0780 -2.4636
C: 0.4328 -2.0240 -3.0263
N: -0.5161 -2.0580 -1.9208
H: 2.1514 -0.1011 -2.2445
H: 2.9599 -0.9719 -1.1264
H: 1.9539 -2.9752 -1.8528
H: 2.5658 -2.1392 -3.2929
H: 0.2991 -2.8526 -3.7356
H: 0.2987 -1.0837 -3.5674
H: -0.4254 -2.9481 -1.4382
H: -1.4637 -2.0002 -2.2790

Forces on the atoms, in the same order (eV/Å):
Cr 1.510 -0.344 -0.724
C 0.142 0.092 -0.080
C 0.184 -0.016 -0.149
C -0.583 0.104 0.149
C 0.557 0.009 -0.201
C -0.051 0.333 -0.589
C 0.560 -0.805 0.948
N -0.638 -0.453 0.438
C -0.204 0.833 -0.870
C 0.068 0.017 -0.146
C 0.426 -0.032 0.079
C 0.143 -0.155 0.020
C -0.291 -0.983 0.857
N -3.213 -0.032 -0.097
C 0.623 0.833 -0.865
C 0.001 -0.514 0.539
C 0.524 -0.010 0.146
C -0.694 -0.040 -0.164
C 0.237 -0.002 -0.013
C 0.037 -0.186 0.167
N -0.565 0.464 -0.365
H -0.076 -0.019 -0.059
H 0.053 0.163 0.003
H 0.026 -0.027 0.096
H 0.070 -0.055 -0.016
H -0.047 0.002 0.090
H -0.053 0.018 0.017
H -0.049 -0.099 0.076
H -0.142 0.025 0.013
H -0.003 0.108 -0.092
H -0.044 0.057 -0.026
H -0.074 0.049 -0.090
H 0.117 0.048 -0.067
H 0.005 0.061 0.056
H 0.066 -0.029 -0.009
H 0.056 0.105 -0.100
Se 0.124 -0.231 0.279
P 0.281 0.163 0.362
C -0.308 -0.097 0.225
C -0.158 -0.044 0.015
C 0.152 0.054 -0.033
C 0.030 0.062 0.021
C 0.001 -0.057 0.012
C 0.075 -0.088 0.032
C 0.031 -0.262 -0.277
C 0.031 -0.097 -0.014
C 0.103 0.139 -0.005
C 0.022 0.008 -0.002
C 0.010 0.084 0.062
C 0.027 -0.111 -0.021
C -0.581 0.052 -0.042
C 0.460 0.240 0.182
N 0.901 0.553 0.780
N 0.203 -0.236 -0.350
N 0.318 0.212 -0.138
P -0.125 0.154 0.166
Se -0.108 -0.050 0.016
C 0.151 0.294 -0.306
C -0.031 0.077 -0.177
C 0.038 0.007 0.081
C 0.019 0.014 0.035
C -0.038 -0.040 0.011
C -0.050 0.052 -0.058
C -0.108 -0.244 0.020
C 0.036 -0.178 -0.036
C -0.059 0.120 0.017
C -0.092 0.037 0.040
C 0.011 -0.031 -0.077
C -0.001 -0.116 0.023
H 0.021 0.025 0.001
H 0.044 0.068 0.044
H 0.103 0.022 -0.063
H 0.015 -0.099 -0.035
H 0.043 -0.002 -0.032
H 0.012 0.097 -0.032
H -0.002 0.036 -0.040
H -0.020 0.072 0.066
H 0.009 -0.039 0.063
H -0.027 -0.060 -0.019
H -0.031 -0.048 0.144
H 0.090 -0.052 0.108
H -0.046 -0.055 0.098
H -0.129 -0.064 0.012
H -0.013 0.025 -0.063
H -0.053 0.019 0.088
H -0.022 0.026 0.129
H 0.019 0.126 0.036
H 0.087 0.058 -0.077
H 0.057 0.032 -0.072
N -0.009 0.025 0.038
C -0.249 0.070 -0.385
C 0.346 -0.306 -0.055
N -0.076 -0.134 -0.102
H 0.147 0.009 0.128
H -0.193 0.238 -0.018
H 0.067 -0.072 0.036
H -0.085 -0.117 0.137
H 0.021 0.163 -0.004
H -0.023 -0.007 -0.070
H -0.144 0.047 0.004
H -0.001 -0.067 0.118

***

C2Cl3F3 | wB97M-V/def2-TZVPD

Kohn-Sham gap: 10.138 eV
electronic energy: -1756.30814 Eh
total charge: 0

CARTESIAN COORDINATES (ANGSTROEM)
C: 0.5128 -0.9480 -0.2183
C: -0.3746 0.9896 0.2445
F: 1.6735 -1.0451 0.4216
F: 0.6593 -1.0585 -1.5331
F: -0.4046 -1.8450 0.1617
Cl: -2.0353 0.5182 0.8924
Cl: 0.5005 1.8251 1.4965
Cl: -0.5315 1.5638 -1.4653

Forces on the atoms, in the same order (eV/Å):
C -1.829 2.493 0.647
C -0.375 -3.895 -1.172
F -0.904 -0.256 -0.422
F 0.301 0.269 0.825
F 1.147 0.514 0.162
Cl 1.473 0.550 -0.675
Cl -0.104 -0.082 -1.160
Cl 0.291 0.407 1.795